(1)
ORCA calculation (wB97M-V/def2-TZVPD) on a cluster of 5 separate species, C22H50IN6O9P in total in a non-equilibrium geometry.

Last column: Löwdin charge in e.
CARTESIAN COORDINATES (ANGSTROEM)
1 C 3.407 -0.953 3.134  -0.08
2 O 2.142 -0.424 2.705  -0.19
3 C 2.230 0.964 2.464  -0.20
4 C 1.556 1.374 1.106  -0.27
5 C 2.530 2.428 0.455  -0.16
6 P 3.785 1.623 -0.615  0.44
7 O 4.553 2.685 -1.277  -0.30
8 O 4.811 0.729 0.244  -0.12
9 O 3.068 0.723 -1.747  -0.12
10 N 0.220 1.913 1.439  -0.19
11 C 0.213 3.323 1.760  -0.25
12 C -1.016 3.669 2.674  -0.66
13 C -0.695 4.919 3.545  -0.20
14 I -1.282 2.045 4.109  0.88
15 N -0.811 1.577 0.539  -0.09
16 C -0.473 1.774 -0.875  -0.03
17 C -1.446 0.332 0.806  -0.48
18 C -0.759 -0.878 1.426  0.01
19 O -2.593 0.235 0.520  0.09
20 H 3.235 -1.982 3.455  0.09
21 H 4.086 -0.889 2.273  0.08
22 H 3.787 -0.342 3.965  0.09
23 H 1.805 1.573 3.279  0.10
24 H 3.295 1.252 2.411  0.10
25 H 1.540 0.457 0.513  0.12
26 H 2.003 3.100 -0.237  0.07
27 H 3.015 3.033 1.227  0.10
28 H 5.444 1.313 0.687  0.10
29 H 2.803 1.381 -2.414  0.09
30 H 1.082 3.617 2.360  0.12
31 H 0.185 3.963 0.859  0.11
32 H -1.925 3.857 2.104  0.08
33 H -0.242 4.642 4.501  0.03
34 H 0.021 5.588 3.044  0.07
35 H -1.629 5.450 3.752  0.07
36 H 0.034 2.721 -1.079  0.04
37 H 0.116 0.929 -1.282  0.08
38 H -1.411 1.768 -1.446  0.10
39 H -1.330 -1.752 1.100  0.08
40 H -0.833 -0.818 2.517  0.07
41 H 0.266 -1.045 1.090  0.06
42 C -0.208 -3.891 -1.331  -0.37
43 O 0.453 -3.696 -0.325  -0.01
44 N 0.009 -3.304 -2.520  -0.19
45 C -0.815 -3.586 -3.677  -0.06
46 C 1.105 -2.361 -2.644  -0.03
47 H -1.062 -4.588 -1.343  0.14
48 H -0.188 -3.994 -4.472  0.08
49 H -1.287 -2.663 -4.023  0.09
50 H -1.589 -4.309 -3.428  0.08
51 H 2.044 -2.858 -2.398  0.09
52 H 0.960 -1.535 -1.944  0.07
53 H 1.153 -1.974 -3.659  0.09
54 C -6.525 -2.590 2.457  -0.36
55 O -7.552 -3.237 2.363  0.00
56 N -6.399 -1.289 2.135  -0.20
57 C -5.140 -0.575 2.272  -0.05
58 C -7.561 -0.579 1.635  -0.05
59 H -5.586 -3.036 2.827  0.13
60 H -5.273 0.261 2.963  0.09
61 H -4.831 -0.193 1.299  0.07
62 H -4.363 -1.233 2.655  0.08
63 H -8.357 -0.610 2.380  0.09
64 H -7.921 -1.062 0.725  0.09
65 H -7.302 0.456 1.420  0.08
66 C 1.642 -7.408 -3.280  -0.35
67 O 1.355 -6.272 -3.609  0.00
68 N 2.163 -7.755 -2.088  -0.20
69 C 2.483 -9.130 -1.758  -0.06
70 C 2.413 -6.714 -1.102  -0.03
71 H 1.492 -8.268 -3.955  0.13
72 H 1.908 -9.438 -0.883  0.09
73 H 3.549 -9.213 -1.535  0.09
74 H 2.243 -9.789 -2.590  0.08
75 H 1.480 -6.203 -0.862  0.08
76 H 3.109 -5.981 -1.513  0.10
77 H 2.832 -7.148 -0.198  0.09
78 C 0.765 5.326 -2.663  -0.31
79 O 0.737 4.280 -2.035  -0.02
80 N 0.439 6.528 -2.163  -0.19
81 C 0.494 7.737 -2.964  -0.05
82 C 0.018 6.618 -0.775  -0.04
83 H 1.071 5.363 -3.720  0.14
84 H 1.192 8.442 -2.510  0.09
85 H -0.498 8.190 -3.007  0.09
86 H 0.825 7.511 -3.976  0.09
87 H 0.815 6.249 -0.128  0.09
88 H -0.867 5.997 -0.622  0.09
89 H -0.211 7.649 -0.519  0.09

Atoms 1-3, force components in eV/Å:
-0.65 0.50 -0.33
0.15 0.08 0.33
0.46 0.31 -0.66

E_tot = -2513.032605 hartree
ΔE to the lowest compared entry with this formula, charge and spin = 82.2 kJ/mol
SMILES = COC[C@H](CP(=O)(O)O)N(C[C@H](C)I)N(C)C(C)=O.CN(C)C=O.CN(C)C=O.CN(C)C=O.CN(C)C=O
2S+1 = 1
HOMO energy = -8.45 eV

---

(2)
ORCA calculation (wB97M-V/def2-TZVPD) on a structure of composition C12H19BiNO12P2.

Last column: Löwdin charge in e.
CARTESIAN COORDINATES (ANGSTROEM)
1 Bi 0.171 0.436 0.259  1.86
2 C -2.159 -4.958 0.557  -0.11
3 C -1.009 -4.826 -0.213  -0.10
4 C -1.024 -4.004 -1.331  -0.09
5 C -2.179 -3.317 -1.683  -0.10
6 C -3.332 -3.463 -0.924  -0.11
7 C -3.319 -4.286 0.194  -0.11
8 H -2.146 -5.550 1.464  0.10
9 H -0.092 -5.299 0.106  0.10
10 H -0.118 -3.871 -1.910  0.10
11 H -2.179 -2.656 -2.542  0.10
12 H -4.231 -2.922 -1.192  0.10
13 H -4.208 -4.389 0.806  0.10
14 O 2.087 0.232 4.467  0.13
15 C 1.295 0.146 3.390  -0.48
16 O 1.505 0.812 2.408  0.01
17 C 0.138 -0.784 3.652  -0.13
18 O -0.686 -1.003 2.546  -0.21
19 C -0.615 -2.363 2.059  -0.13
20 C 0.844 -2.823 1.770  -0.73
21 O 1.087 -4.018 1.992  -0.04
22 O 1.605 -1.915 1.348  -0.11
23 H 2.785 0.865 4.243  0.14
24 H -0.444 -0.311 4.451  0.15
25 H 0.553 -1.716 4.047  0.15
26 H -1.170 -2.368 1.122  0.09
27 H -1.119 -3.035 2.755  0.12
28 N 1.525 3.034 -3.225  0.15
29 C 0.933 3.590 -1.942  -0.50
30 C 0.794 5.096 -2.087  -0.09
31 P -0.730 2.718 -2.034  0.24
32 O -1.583 3.265 -0.878  -0.21
33 O -1.136 3.080 -3.423  -0.32
34 O -0.336 1.254 -1.813  -0.52
35 P 2.073 3.153 -0.575  0.32
36 O 3.461 3.427 -1.424  -0.17
37 O 1.957 4.082 0.560  -0.28
38 O 2.014 1.650 -0.386  -0.47
39 H 0.769 3.140 -3.924  0.13
40 H 1.709 2.036 -3.095  0.15
41 H 2.391 3.507 -3.478  0.14
42 H 0.145 5.336 -2.930  0.08
43 H 1.770 5.576 -2.208  0.08
44 H 0.344 5.480 -1.174  0.09
45 H -1.376 2.659 0.046  -0.04
46 H 4.214 3.479 -0.825  0.07
47 O -0.979 1.826 0.976  -0.64

Atoms 1-3, force components in eV/Å:
0.33 -0.19 -0.05
-0.08 0.04 -0.10
-0.05 0.04 0.10

E_tot = -2323.973005 hartree
ΔE to the lowest compared entry with this formula, charge and spin = 37.5 kJ/mol
2S+1 = 1
net charge = -1
HOMO energy = -5.76 eV

---

(3)
ORCA calculation (wB97M-V/def2-TZVPD) on the molecule C5H10O in a non-equilibrium geometry.

Last column: Löwdin charge in e.
CARTESIAN COORDINATES (ANGSTROEM)
1 C 1.410 0.368 -0.406  -0.05
2 C -0.030 0.227 0.037  -0.48
3 C -0.422 1.310 1.040  -0.04
4 C -1.074 -0.290 -0.930  -0.04
5 C -0.651 -1.144 0.216  -0.31
6 O -0.015 -2.312 -0.262  -0.03
7 H 2.093 0.175 0.433  0.09
8 H 1.654 -0.311 -1.229  0.08
9 H 1.606 1.388 -0.760  0.09
10 H -1.434 1.186 1.443  0.08
11 H -0.370 2.311 0.588  0.08
12 H 0.274 1.312 1.891  0.08
13 H -2.037 0.198 -1.064  0.11
14 H -0.665 -0.889 -1.743  0.11
15 H -1.274 -1.353 1.083  0.14
16 H 0.936 -2.176 -0.338  0.08

Atoms 1-3, force components in eV/Å:
0.06 -0.09 -0.03
0.13 -0.08 0.05
-0.06 -0.10 -0.03

E_tot = -271.702770 hartree
ΔE to the lowest compared entry with this formula, charge and spin = 130.9 kJ/mol
SMILES = CC1(C)C[C@H]1O
2S+1 = 1
HOMO energy = -9.63 eV

---

(4)
ORCA calculation (wB97M-V/def2-TZVPD) on the molecule C3H6N2 in a non-equilibrium geometry.

Last column: Löwdin charge in e.
CARTESIAN COORDINATES (ANGSTROEM)
1 C 0.915 0.637 0.407  -0.08
2 C 0.896 -0.678 -0.431  -0.09
3 C -0.382 -0.040 -0.049  -0.59
4 N -1.584 0.293 -0.694  0.07
5 N -1.539 -0.339 0.651  0.06
6 H 1.118 0.654 1.493  0.09
7 H 1.533 1.378 -0.258  0.12
8 H 1.410 -0.349 -1.410  0.12
9 H 1.240 -1.611 0.039  0.10
10 H -1.802 1.314 -0.483  0.12
11 H -1.805 -1.260 0.735  0.06

Atoms 1-3, force components in eV/Å:
0.53 0.56 -1.05
1.17 0.33 -0.43
2.95 1.07 -0.39

E_tot = -227.276021 hartree
ΔE to the lowest compared entry with this formula, charge and spin = 390.7 kJ/mol
SMILES = C1CC12NN2
2S+1 = 1
HOMO energy = -9.58 eV

---

(5)
ORCA calculation (wB97M-V/def2-TZVPD) on a structure of composition C15H22GeN2O5W.

Last column: Löwdin charge in e.
CARTESIAN COORDINATES (ANGSTROEM)
1 W 0.688 -0.074 0.321  1.72
2 O 1.636 -1.725 -2.605  0.21
3 C 0.929 -0.852 -2.230  -0.45
4 O 0.048 -1.070 -1.142  -0.21
5 C 0.880 0.572 -2.764  -0.06
6 C -0.442 1.217 -2.342  -0.20
7 C -0.710 2.537 -3.040  -0.06
8 C 0.281 3.493 -2.341  -0.06
9 C 1.002 2.564 -1.388  -0.20
10 O -0.059 1.619 -0.962  -0.19
11 C 1.936 1.582 -2.114  -0.06
12 C 2.902 0.990 -1.114  -0.39
13 O 4.010 0.640 -1.234  0.26
14 O 2.254 0.847 0.201  -0.20
15 H 1.040 0.511 -3.839  0.18
16 H -1.285 0.538 -2.287  0.16
17 H -0.538 2.444 -4.111  0.14
18 H -1.741 2.848 -2.893  0.14
19 H 0.978 3.976 -3.022  0.14
20 H -0.238 4.269 -1.785  0.14
21 H 1.428 3.034 -0.507  0.17
22 H 2.536 2.047 -2.894  0.18
23 C -2.354 -1.362 3.527  -0.20
24 Ge -2.376 -0.405 1.844  0.79
25 C -2.674 -1.542 0.294  -0.22
26 C -3.397 1.240 1.816  -0.20
27 C -0.447 0.327 1.710  -0.31
28 H -3.291 -1.910 3.629  0.04
29 H -2.266 -0.671 4.363  0.04
30 H -1.537 -2.082 3.561  0.02
31 H -3.667 -1.983 0.397  0.04
32 H -1.968 -2.368 0.216  0.02
33 H -2.661 -0.969 -0.632  0.02
34 H -4.461 1.008 1.868  0.04
35 H -3.210 1.796 0.898  0.03
36 H -3.141 1.863 2.672  0.04
37 H -0.171 1.024 2.511  0.05
38 N 2.720 -3.608 1.337  0.13
39 C 2.415 -3.232 2.628  -0.01
40 C 1.685 -2.101 2.525  -0.08
41 N 1.551 -1.785 1.173  -0.12
42 C 2.203 -2.733 0.488  -0.09
43 H 3.247 -4.429 1.071  0.19
44 H 2.737 -3.796 3.485  0.14
45 H 1.258 -1.488 3.298  0.12
46 H 2.271 -2.802 -0.587  0.14

Atoms 1-3, force components in eV/Å:
-0.50 -0.27 0.29
-0.01 0.01 0.01
0.05 -0.07 -0.11

E_tot = -3213.960456 hartree
ΔE to the lowest compared entry with this formula, charge and spin = 0.0 kJ/mol
2S+1 = 1
net charge = +2
HOMO energy = -16.38 eV

---

| no. | molar mass (g mol⁻¹) |
| --- | --- |
| 1 | 700.553 |
| 2 | 640.207 |
| 3 | 86.134 |
| 4 | 70.095 |
| 5 | 566.800 |